No. 1
DFT (ωB97M-V/def2-TZVPD) results for an isolated molecule of C3H5NO2.

For the LUMO energy, the calculation gives 1.084 eV. The value obtained for the total energy is -8774.287 eV. Its HOMO energy is -9.09 eV. The calculation puts the energy above the lowest of the compared OMol25 structures with the same formula, charge and spin at 78.6 kcal per mole.

```
! wB97M-V def2-TZVPD RIJCOSX def2/J DEFGRID3
* xyz 0 1
N -1.9679 0.8191 1.2052
C -1.0271 -0.1035 1.1327
O -0.4749 0.0156 -0.0806
C 0.7556 -0.6213 -0.1217
C 1.4966 -0.3653 -1.3292
O 1.8862 0.1934 -0.0641
H -2.4705 0.8742 2.0652
H -2.2047 1.4947 0.4863
H 0.7879 -1.5307 0.4709
H 2.1418 -1.1323 -1.7358
H 1.0769 0.3561 -2.0290
*
```

natural (NBO) population analysis, charges in e, atoms 1 to 2: atom 1 (N): -0.798, atom 2 (C): 0.279


No. 2
DFT (ωB97M-V/def2-TZVPD) results for a cluster of 3 separate species, C27H61B2INO4 in total.

For the LUMO energy, the calculation gives 2.222 eV. The value obtained for the total energy is -48129.335 eV. Its HOMO energy is -4.65 eV.

```
! wB97M-V def2-TZVPD RIJCOSX def2/J DEFGRID3
* xyz -1 1
C 1.3856 -3.7903 6.8645
C 1.5450 -2.6960 5.8146
C 0.2235 -2.3357 5.1076
C 0.1894 -2.7028 3.6151
C -0.4783 -1.6624 2.6797
C 0.6111 -1.1270 1.7243
O 1.6188 -0.4514 2.4556
C 1.4786 0.9605 2.5428
C 1.6636 1.4220 3.9901
C 0.6407 2.4696 4.4389
O -0.9818 -0.5410 3.3904
B -1.9938 0.0646 2.5512
I -3.9005 0.6308 3.8625
O -2.3699 -0.9106 1.5642
C -1.6901 -2.1383 1.8356
C -2.7134 -3.1062 2.5149
C -2.9064 -3.0184 4.0309
C -4.2512 -3.5338 4.5851
C -5.4604 -3.2371 3.7025
C -4.4675 -2.9307 5.9772
B -1.3701 -2.9306 0.4950
N -0.3190 -3.9329 0.4369
O -2.1541 -2.6895 -0.6121
H 2.3486 -4.1131 7.2684
H 0.8893 -4.6701 6.4451
H 0.7781 -3.4469 7.7058
H 2.2815 -3.0217 5.0750
H 1.9603 -1.8046 6.2925
H 0.0116 -1.2719 5.1976
H -0.5910 -2.8455 5.6287
H -0.3130 -3.6656 3.4781
H 1.2164 -2.8458 3.2748
H 0.1360 -0.4577 0.9949
H 1.0923 -1.9457 1.1898
H 0.4871 1.2530 2.1927
H 2.2219 1.4243 1.8784
H 2.6782 1.8060 4.1340
H 1.5704 0.5287 4.6096
H -0.3118 2.3255 3.9268
H 0.9864 3.4891 4.2513
H 0.4395 2.3912 5.5086
H -1.6862 1.1418 2.0782
H -3.6394 -2.8637 1.9928
H -2.4816 -4.1542 2.2646
H -2.7510 -1.9896 4.3582
H -2.1278 -3.6164 4.5112
H -4.1736 -4.6212 4.7178
H -5.3794 -3.6921 2.7142
H -5.5709 -2.1579 3.5664
H -6.3704 -3.6348 4.1600
H -5.5006 -3.0548 6.3136
H -3.8134 -3.3925 6.7221
H -4.2613 -1.8585 5.9563
H -0.3390 -4.6723 1.1257
H -0.2106 -4.3523 -0.4798
H -2.2548 -3.4661 -1.1717
C -0.0918 2.3741 -4.5867
C -1.2082 2.9370 -3.7142
C -0.8273 3.0503 -2.2386
C -0.4746 1.7219 -1.5663
C -1.5692 0.6574 -1.6310
C -2.8566 1.0700 -0.9300
H 0.1729 1.3579 -4.2908
H -0.3878 2.3443 -5.6378
H 0.8094 2.9896 -4.5115
H -2.1001 2.3132 -3.8180
H -1.4868 3.9291 -4.0826
H -1.6499 3.5232 -1.6964
H 0.0274 3.7302 -2.1454
H -0.2447 1.9181 -0.5138
H 0.4456 1.3221 -2.0051
H -1.1970 -0.2504 -1.1518
H -1.7728 0.3853 -2.6734
H -2.6474 1.3127 0.1121
H -3.5761 0.2517 -0.9355
H -3.3274 1.9374 -1.4020
C 5.0482 1.8789 -9.4615
C 5.4403 2.9629 -8.4638
C 5.0352 2.6431 -7.0253
C 3.5301 2.4778 -6.8040
C 2.6852 3.6830 -7.2137
C 3.0184 4.9511 -6.4357
H 3.9661 1.7465 -9.5070
H 5.3905 2.1239 -10.4680
H 5.4879 0.9180 -9.1838
H 5.0009 3.9166 -8.7704
H 6.5237 3.1068 -8.4963
H 5.4177 3.4273 -6.3665
H 5.5351 1.7202 -6.7137
H 3.3554 2.2701 -5.7438
H 3.1747 1.5951 -7.3425
H 1.6334 3.4338 -7.0534
H 2.7919 3.8731 -8.2860
H 2.8995 4.7892 -5.3618
H 2.3615 5.7738 -6.7216
H 4.0455 5.2766 -6.6113
*
```

Löwdin population analysis, charges in e, atoms 1 to 2: atom 1 (C): -0.130, atom 2 (C): -0.254


No. 3
DFT (ωB97M-V/def2-TZVPD) results for a cluster of 7 separate species, C38H58ClN9O5S2Si in total.

For the LUMO energy, the calculation gives -0.713 eV. The value obtained for the total energy is -106058.594 eV. Its HOMO energy is -8.04 eV. The calculation puts the energy above the lowest of the compared OMol25 structures with the same formula, charge and spin at 113.1 kcal per mole.

```
! wB97M-V def2-TZVPD RIJCOSX def2/J DEFGRID3
* xyz 0 1
C -8.0525 3.5321 1.8623
C -7.5090 2.0776 1.4299
O -6.0886 2.0997 1.0742
C -6.0504 2.1646 -0.3685
C -4.6470 2.6559 -0.9541
O -3.5280 1.8091 -0.5945
Si -2.4447 1.5113 -1.9071
C -2.9894 0.1396 -3.1258
C -4.4924 -0.3871 -2.9363
C -4.4963 -1.8602 -2.2507
C -5.3140 -1.9020 -0.8782
S -4.2545 -2.0679 0.6293
O -3.9130 -3.5039 0.8740
O -2.9845 -1.2909 0.4463
Cl -5.2851 -1.1893 2.2142
C -0.7935 0.8965 -1.0975
C -0.0289 2.0478 -0.2851
S 0.1820 1.7010 1.5327
C 1.5905 0.5065 1.6561
N 2.7687 0.3983 0.8719
N 3.4643 -0.6641 1.3484
C 2.8093 -1.3026 2.4323
O 1.6207 -0.5338 2.6178
C -1.9740 3.0522 -2.9460
N -2.2813 4.3754 -2.3217
C -3.3820 5.0610 -3.0478
H -8.1208 3.5825 3.0048
H -7.3572 4.3723 1.5212
H -9.0936 3.6998 1.4158
H -8.1527 1.7506 0.5346
H -7.7333 1.3280 2.2613
H -6.8168 2.9699 -0.6807
H -6.4222 1.1788 -0.8008
H -4.4518 3.6845 -0.4711
H -4.7041 2.7823 -2.0843
H -2.2435 -0.7280 -3.0579
H -2.9228 0.5770 -4.1861
H -4.9611 -0.4329 -3.9858
H -5.1564 0.3060 -2.3303
H -3.4494 -2.2901 -2.1297
H -5.0546 -2.5426 -2.9897
H -5.9036 -0.9375 -0.7716
H -6.0481 -2.7868 -0.8709
H -0.1322 0.6080 -1.9989
H -0.9428 -0.0757 -0.5150
H -0.6175 3.0232 -0.4294
H 1.0004 2.1827 -0.7723
H 3.1189 -2.2118 3.0260
H -2.4280 2.9224 -3.9975
H -0.8320 3.0252 -3.1232
H -2.4522 4.3118 -1.3140
H -4.0364 4.3458 -3.6747
H -4.1049 5.6289 -2.3642
H -2.9950 5.8416 -3.8000
N -2.7435 5.8654 1.6574
C -3.3539 6.9217 1.0350
C -2.6277 8.0539 1.3137
C -1.5360 7.6644 2.1305
C -1.6322 6.3090 2.3233
H -3.0620 4.9100 1.6295
H -4.2498 6.7772 0.4506
H -2.8558 9.0511 0.9673
H -0.7650 8.3054 2.5317
H -1.0084 5.6232 2.8758
N 4.4504 -4.3486 1.2098
C 4.3164 -5.0872 0.0655
C 4.7962 -6.3488 0.3168
C 5.2306 -6.3736 1.6655
C 5.0022 -5.1264 2.1919
H 4.1834 -3.3822 1.3132
H 3.8938 -4.6520 -0.8268
H 4.8297 -7.1637 -0.3912
H 5.6625 -7.2115 2.1930
H 5.1855 -4.7260 3.1774
N 0.7147 7.8835 -0.6277
C 1.0789 6.9266 -1.5362
C 2.3831 7.1607 -1.8987
C 2.8235 8.2978 -1.1773
C 1.7734 8.7203 -0.3991
H -0.1924 7.9590 -0.1934
H 0.3798 6.1644 -1.8469
H 2.9566 6.5773 -2.6036
H 3.8003 8.7559 -1.2217
H 1.6886 9.5428 0.2946
N 5.0965 -10.0311 1.9698
C 5.1450 -11.1885 1.2405
C 5.3944 -12.2247 2.1066
C 5.4944 -11.6723 3.4075
C 5.3033 -10.3176 3.2921
H 4.9331 -9.1111 1.5922
H 4.9999 -11.1748 0.1712
H 5.4928 -13.2649 1.8342
H 5.6844 -12.2066 4.3264
H 5.2982 -9.5347 4.0344
N 6.7042 -8.3307 6.2585
C 7.7396 -7.5150 5.8866
C 8.9097 -8.0993 6.3039
C 8.5686 -9.3155 6.9463
C 7.2016 -9.4332 6.9006
H 5.7296 -8.1488 6.0860
H 7.5544 -6.5914 5.3601
H 9.9014 -7.6970 6.1615
H 9.2483 -10.0263 7.3920
H 6.5416 -10.2033 7.2694
N -0.1271 3.8487 -6.1989
C 0.2372 2.8940 -7.1109
C 1.5451 3.1209 -7.4616
C 1.9885 4.2507 -6.7300
C 0.9367 4.6768 -5.9573
H -1.0348 3.9288 -5.7718
H -0.4642 2.1391 -7.4316
H 2.1197 2.5378 -8.1656
H 2.9690 4.7016 -6.7644
H 0.8529 5.4960 -5.2592
*
```

Löwdin population analysis, charges in e, atoms 1 to 2: atom 1 (C): -0.086, atom 2 (C): -0.258


No. 4
DFT (ωB97M-V/def2-TZVPD) results for an isolated molecule of C3H3N3O2S.

For the LUMO energy (spin up / spin down), the calculation gives -0.960 / -1.206 eV. The value obtained for the total energy is -22552.304 eV. Its HOMO energy (spin up / spin down) is -8.34 / -7.90 eV. The calculation puts the energy above the lowest of the compared OMol25 structures with the same formula, charge and spin at 160.3 kcal per mole.

```
! wB97M-V def2-TZVPD RIJCOSX def2/J DEFGRID3
* xyz 0 1
C -0.5357 -1.8734 -0.0127
C 1.7101 -0.8427 -0.1339
C -1.9285 0.4961 -0.1764
N 0.6574 -1.3291 0.1233
N 2.7601 -0.2072 -0.1567
N -1.1708 1.4111 0.3024
O -1.3774 2.7012 -0.3344
O -0.4475 1.3509 1.2660
S -2.0200 -1.1248 0.2552
H -0.7490 -2.9388 -0.2699
H -0.4359 2.9637 -0.3080
H 3.5372 -0.6069 -0.5552
*
```

natural (NBO) population analysis, charges in e, atoms 1 to 2: atom 1 (C): -0.207, atom 2 (C): 0.708


No. 5
DFT (ωB97M-V/def2-TZVPD) results for a structure of composition C27H34F6N3O5RhS2Te.

For the LUMO energy (spin up / spin down), the calculation gives -3.202 / -3.638 eV. The value obtained for the total energy is -91527.217 eV. Its HOMO energy (spin up / spin down) is -11.31 / -11.33 eV. The calculation puts the energy above the lowest of the compared OMol25 structures with the same formula, charge and spin at 15.0 kcal per mole.

```
! wB97M-V def2-TZVPD RIJCOSX def2/J DEFGRID3
* xyz 1 2
Rh -2.1478 1.5710 -0.1262
F -4.7047 2.3371 -3.9372
C -4.7576 1.4240 -2.9837
F -3.5852 0.7827 -2.9283
F -5.7078 0.5456 -3.2529
S -5.1283 2.2216 -1.3300
O -4.3138 1.4440 -0.3808
O -6.5339 2.1681 -1.1773
N -4.5999 3.7112 -1.4598
S -3.1175 3.9566 -1.0457
O -2.1548 3.1215 -1.7965
O -2.8501 3.8984 0.3842
C -2.8696 5.7042 -1.5775
F -1.6252 6.0358 -1.2557
F -3.0383 5.8090 -2.8823
F -3.7243 6.4759 -0.9371
C 1.0971 3.2280 -0.9173
C 0.8486 1.8492 -0.4045
O 1.9248 1.0499 -0.3045
N -0.2243 1.3056 -0.0062
Te 1.0467 -0.6519 0.4010
C 3.0178 -1.3953 0.7266
C 4.0705 -0.6170 1.2128
C 3.9647 0.8239 1.6487
C 5.3138 -1.2308 1.3682
C 5.5199 -2.5744 1.1029
C 6.8705 -3.2085 1.2745
C 4.4251 -3.3380 0.7060
C 3.1751 -2.7731 0.5172
C 2.0346 -3.6586 0.0774
C 0.6116 -1.4264 -1.5038
C -0.7173 -1.8238 -1.7184
C -1.8340 -1.5426 -0.7476
C -1.0448 -2.4091 -2.9351
C -0.0953 -2.6085 -3.9264
C -0.4575 -3.2444 -5.2373
C 1.2099 -2.1998 -3.6782
C 1.6028 -1.6211 -2.4777
C 3.0608 -1.2883 -2.2977
H 1.9538 3.2326 -1.5866
H 1.3182 3.8823 -0.0722
H 0.2134 3.6038 -1.4254
H 2.9512 1.1201 1.9092
H 4.3139 1.5035 0.8707
H 4.5881 0.9723 2.5298
H 6.1399 -0.6311 1.7346
H 7.6217 -2.4726 1.5550
H 7.1923 -3.6893 0.3500
H 6.8414 -3.9772 2.0482
H 4.5495 -4.4027 0.5409
H 2.2658 -4.6998 0.2939
H 1.8345 -3.5767 -0.9936
H 1.1006 -3.4314 0.6041
H -2.0813 -0.4772 -0.8706
H -1.5781 -1.7167 0.2971
H -2.7313 -2.1090 -0.9826
H -2.0714 -2.7087 -3.1111
H -1.5055 -3.5364 -5.2627
H 0.1501 -4.1321 -5.4164
H -0.2753 -2.5537 -6.0618
H 1.9619 -2.3482 -4.4449
H 3.5458 -1.2476 -3.2710
H 3.5707 -2.0528 -1.7057
H 3.2093 -0.3346 -1.7983
C -3.2033 2.2940 4.7022
C -2.6162 0.9169 4.3560
C -3.5821 -0.2060 4.7581
C -1.2446 0.7248 5.0150
C -2.4387 0.8724 2.8962
N -2.3193 0.8423 1.7586
H -3.3369 2.3496 5.7824
H -4.1714 2.4407 4.2248
H -2.5358 3.0980 4.3935
H -3.7133 -0.1776 5.8396
H -3.1883 -1.1849 4.4853
H -4.5563 -0.0745 4.2888
H -1.3702 0.7758 6.0962
H -0.5478 1.5071 4.7139
H -0.8173 -0.2465 4.7653
*
```

Löwdin population analysis, charges in e, atoms 1 to 2: atom 1 (Rh): 0.974, atom 2 (F): 0.167


No. 6
DFT (ωB97M-V/def2-TZVPD) results for a structure of composition C34H32N6OPS2Y.

For the LUMO energy, the calculation gives -0.157 eV. The value obtained for the total energy is -78768.616 eV. Its HOMO energy is -7.41 eV. The calculation puts the energy above the lowest of the compared OMol25 structures with the same formula, charge and spin at 27.6 kcal per mole.

```
! wB97M-V def2-TZVPD RIJCOSX def2/J DEFGRID3
* xyz 0 1
Y 0.9033 -0.1750 -0.0822
C 3.6115 4.2721 4.1599
C 4.2273 3.7716 2.8598
N 3.2565 3.6623 1.7894
C 2.5279 2.5403 1.5400
S 1.2107 2.7497 0.4404
N 2.8960 1.4681 2.2019
N 2.2654 0.2981 1.8905
C 2.2432 -0.5576 2.8584
C 2.7385 -0.2168 4.2304
C 1.6874 -1.9048 2.5927
C 1.6757 -2.9033 3.5651
C 1.1351 -4.1393 3.2564
C 0.6102 -4.3590 1.9941
C 0.6479 -3.3162 1.0851
N 1.1652 -2.1292 1.3782
H 4.3702 4.3668 4.9374
H 2.8458 3.5779 4.5062
H 3.1453 5.2489 4.0227
H 4.6605 2.7840 3.0035
H 5.0257 4.4397 2.5278
H 2.8341 4.5094 1.4468
H 2.5839 0.8445 4.4126
H 3.8125 -0.4021 4.3118
H 2.2270 -0.7918 4.9969
H 2.0960 -2.7281 4.5417
H 1.1245 -4.9248 4.0002
H 0.1792 -5.3087 1.7150
H 0.2488 -3.4220 0.0817
O 0.5411 -1.4406 -1.9682
N 1.3533 -2.0919 -2.7889
C 0.7875 -2.6170 -3.8983
C 1.5218 -3.3188 -4.8097
C 2.8911 -3.4884 -4.5661
C 3.4457 -2.9558 -3.4358
C 2.6772 -2.2300 -2.4976
S 3.3208 -1.5596 -1.0798
H -0.2724 -2.4290 -3.9745
H 1.0391 -3.7238 -5.6858
H 3.5068 -4.0369 -5.2653
H 4.4969 -3.0677 -3.2162
C -1.0082 3.3660 -3.3746
C -1.0870 2.1250 -3.9981
C -1.4298 1.0056 -3.2622
C -1.7404 1.1101 -1.9024
C -1.6520 2.3564 -1.2877
C -1.2794 3.4764 -2.0212
P -2.1442 -0.4358 -1.0051
C -3.8549 -0.7772 -1.5512
C -4.4225 -1.9781 -1.1259
C -5.7169 -2.3150 -1.4818
C -6.4594 -1.4624 -2.2877
C -5.9018 -0.2706 -2.7233
C -4.6084 0.0734 -2.3538
C -2.2790 0.1089 0.7133
C -3.4720 0.3693 1.3836
C -3.4289 0.7722 2.7074
C -2.1949 0.9339 3.3259
C -1.0210 0.6848 2.6287
C -1.0013 0.2321 1.3002
H -0.7319 4.2434 -3.9456
H -0.8665 2.0307 -5.0538
H -1.4609 0.0330 -3.7408
H -1.8615 2.4499 -0.2294
H -1.2015 4.4348 -1.5257
H -3.8425 -2.6493 -0.5024
H -6.1460 -3.2465 -1.1363
H -7.4682 -1.7279 -2.5749
H -6.4766 0.4011 -3.3476
H -4.1894 1.0145 -2.6871
H -4.4244 0.2555 0.8782
H -4.3455 0.9691 3.2496
H -2.1512 1.2617 4.3581
H -0.0836 0.8572 3.1531
N 2.2853 1.9197 -2.7171
C 1.8930 1.2703 -1.8330
H 2.5093 2.8131 -3.1075
*
```

Löwdin population analysis, charges in e, atoms 1 to 2: atom 1 (Y): 1.098, atom 2 (C): -0.089


No. 7
DFT (ωB97M-V/def2-TZVPD) results for a structure of composition C19H12BrN2O6S2Ti.

For the LUMO energy (spin up / spin down), the calculation gives 2.079 / 2.104 eV. The value obtained for the total energy is -149998.077 eV. Its HOMO energy (spin up / spin down) is -3.49 / -3.50 eV.

```
! wB97M-V def2-TZVPD RIJCOSX def2/J DEFGRID3
* xyz -1 1
Ti 0.5758 -0.2586 -0.4638
O 3.9755 0.8276 -2.5849
C 3.0394 0.6039 -1.6506
O 2.0055 -0.0562 -1.9426
C 3.1674 1.1081 -0.3393
C 4.1216 1.9723 0.1609
C 3.9704 2.4841 1.4537
C 2.8317 2.1499 2.1851
C 1.8923 1.2811 1.6490
N 2.0573 0.7213 0.3917
C 0.5975 0.9655 2.1092
O 0.0868 1.3448 3.2935
O -0.1473 0.2947 1.3419
H 3.6611 0.3941 -3.3886
H 4.9523 2.2613 -0.4684
H 4.6982 3.1718 1.8600
H 2.6660 2.5953 3.1600
H 0.7534 1.8520 3.7691
S -1.2028 -1.7577 -1.1101
C -0.7478 -3.3810 -0.6455
C -1.6164 -4.4503 -0.8734
C -1.2632 -5.7442 -0.5281
C -0.0248 -5.9878 0.0550
C 0.8446 -4.9355 0.2880
C 0.4988 -3.6263 -0.0538
S 1.6090 -2.3111 0.2706
H -2.5783 -4.2470 -1.3285
H -1.9517 -6.5602 -0.7125
H 0.2625 -6.9961 0.3289
H 1.8116 -5.1119 0.7437
Br -5.9149 0.3932 -0.2202
C -4.5872 1.7407 -0.3642
C -4.9647 3.0702 -0.2686
N -4.0894 4.0674 -0.3543
C -2.8087 3.7495 -0.5278
C -2.3479 2.4441 -0.6455
C -3.2626 1.4041 -0.5675
C -0.8712 2.1841 -0.8268
O -0.0655 3.0190 -0.4518
O -0.5924 1.0472 -1.3907
H -6.0045 3.3368 -0.1188
H -2.0985 4.5656 -0.5749
H -2.9388 0.3742 -0.6593
*
```

natural (NBO) population analysis, charges in e, atoms 1 to 2: atom 1 (Ti): 1.268, atom 2 (O): -0.664